Formula: C10H10F9NO3S
Source: OMol25
Level of theory: wB97M-V/def2-TZVPD

The geometry in XYZ format:
```
34
Properties=species:S:1:pos:R:3:forces:R:3:lowdin_charge:R:1
C 4.493 -0.070 1.953 -0.061 -0.039 -0.051 -0.126
N 4.450 -0.238 0.502 -0.148 0.072 0.159 -0.112
C 3.138 -0.641 0.023 0.159 -0.015 -0.176 -0.163
C 2.190 0.452 -0.388 -0.211 -0.003 0.151 -0.041
C 0.930 0.306 -0.812 0.042 0.020 0.061 -0.055
C 0.192 -0.990 -0.944 -0.038 0.007 0.079 -0.075
C -1.322 -0.906 -1.201 -0.018 -0.011 -0.212 -0.057
C -2.098 -1.253 0.048 -0.190 0.175 -0.241 -0.479
F -1.567 -0.695 1.155 0.069 0.263 0.274 0.122
F -2.026 -2.592 0.243 0.033 -0.442 0.042 0.125
C -3.630 -0.949 -0.015 -0.001 -0.035 -0.017 -0.429
F -4.063 -1.319 -1.230 -0.044 0.000 0.113 0.130
F -4.256 -1.693 0.899 0.052 0.046 -0.002 0.134
S -4.180 0.851 0.304 0.122 0.099 0.020 0.778
F -3.819 0.669 1.839 -0.009 -0.015 -0.087 -0.123
F -2.715 1.409 0.020 -0.103 -0.080 0.077 -0.137
F -4.540 1.078 -1.220 0.048 -0.020 -0.062 -0.125
F -5.656 0.348 0.574 -0.032 -0.083 -0.026 -0.122
F -4.648 2.319 0.612 0.007 0.058 0.037 -0.105
C 0.411 1.667 -1.139 0.005 0.042 0.081 -0.366
O -0.561 1.999 -1.736 -0.104 0.026 0.078 0.175
O 1.325 2.597 -0.668 0.124 -0.148 -0.460 0.155
C 2.491 1.913 -0.392 0.051 0.045 0.170 -0.372
O 3.523 2.483 -0.222 0.016 0.011 0.115 0.174
H 5.494 0.241 2.247 -0.045 0.029 0.009 0.080
H 4.289 -1.032 2.429 0.020 0.051 0.012 0.077
H 3.768 0.664 2.334 0.055 -0.008 0.020 0.081
H 4.699 0.647 0.080 0.109 -0.099 -0.081 0.084
H 2.642 -1.235 0.800 0.027 -0.012 -0.049 0.129
H 3.253 -1.318 -0.834 -0.036 0.053 0.006 0.131
H 0.670 -1.596 -1.718 -0.024 0.088 -0.041 0.139
H 0.363 -1.533 -0.009 0.055 -0.088 -0.105 0.127
H -1.623 0.066 -1.586 0.070 -0.014 0.072 0.108
H -1.615 -1.645 -1.948 0.000 0.028 0.035 0.138
```
Forces are in eV/Å.

Computed properties:
Gap between HOMO and LUMO: 8.42 eV
LUMO: -1.0 eV
Electronic energy: -1964.46723 a.u.
SMILES: CNCC1=C(CCC(F)(F)C(F)(F)S(F)(F)(F)(F)F)C(=O)OC1=O